Entry 1:
{"formula": "C3H8N2", "method": "ωB97M-V with the def2-TZVPD basis set", "relative_energy_kj_mol": 308.7, "orbital_gap_ev": 9.9, "e_homo_ev": -8.77, "e_lumo_ev": 1.2, "e_tot_ev": -6218.64744, "symbols": ["C", "C", "C", "N", "N", "H", "H", "H", "H", "H", "H", "H", "H"], "positions_angstrom": [[-0.5604, 0.0637, -0.2732], [-1.9089, -0.1411, 0.3602], [1.8452, -0.3782, 0.1189], [0.0904, 1.3206, -0.1056], [0.5803, 0.1451, 0.5553], [-0.5247, -0.4801, -1.3472], [-1.9156, 0.2940, 1.3532], [-2.1275, -1.2039, 0.4257], [-2.6747, 0.3385, -0.2473], [2.6317, 0.2272, 0.5726], [1.9373, -1.4008, 0.4799], [1.9703, -0.3675, -0.9754], [0.6567, 1.5825, -0.9170]], "forces_ev_per_a": [[-0.9, -1.8, -2.7], [0.2, 0.1, -0.1], [0.2, 0.0, -0.3], [-0.2, 1.7, -0.2], [0.3, -0.7, 0.9], [0.5, 1.3, 2.4], [0.0, 0.1, 0.1], [-0.1, -0.1, 0.0], [-0.1, 0.0, 0.0], [0.0, -0.1, -0.1], [0.0, 0.0, 0.0], [0.0, 0.0, 0.0], [0.0, -0.4, 0.0]], "lowdin_charge": [-0.441, -0.061, -0.106, 0.042, -0.157, 0.179, 0.075, 0.069, 0.072, 0.080, 0.081, 0.077, 0.091]}



Entry 2:
{"formula": "C5H5N2", "method": "ωB97M-V with the def2-TZVPD basis set", "relative_energy_kj_mol": 254.8, "orbital_gap_ev": 8.6, "total_charge": 1, "e_homo_ev": -14.09, "e_lumo_ev": -5.5, "e_tot_ev": -8233.80534, "symbols": ["C", "C", "C", "C", "C", "N", "N", "H", "H", "H", "H", "H"], "positions_angstrom": [[-2.2041, -0.8050, 0.0535], [-1.5684, -0.4372, -1.0172], [-1.7415, -0.5147, 1.2311], [0.4802, 0.3185, 0.4147], [1.8327, 0.5064, 0.1005], [-0.4007, -0.0342, 1.1419], [-0.6723, 0.0236, -1.6310], [-2.1612, -0.7055, 2.2116], [2.3543, 1.3136, 0.5696], [1.9268, 0.6601, -1.0744], [2.3393, -0.3104, 0.5742], [-0.1850, -0.0152, -2.5744]], "forces_ev_per_a": [[-1.8, 0.0, -1.4], [-0.5, -0.7, 0.3], [0.6, -0.4, 1.1], [-3.5, -1.2, 3.6], [1.3, 0.9, -3.4], [2.3, 1.6, -1.4], [2.3, 0.1, -2.7], [0.3, 0.2, 0.0], [-0.4, 1.2, 0.3], [0.3, -0.8, 2.6], [0.5, -1.1, -0.5], [-1.5, 0.2, 1.5]], "lowdin_charge": [0.034, -0.117, -0.050, -0.027, 0.000, 0.216, 0.257, 0.128, 0.106, 0.157, 0.115, 0.182]}